A molecular structure, C40H104AsF6N6O6 at a distorted geometry, computed with the ωB97M-V functional and the def2-TZVPD basis.

```
! RIJCOSX wB97M-V def2-TZVPD def2/J DEFGRID3
* xyz 4 2
C -5.158 -0.610 6.629
C -4.764 0.549 5.665
N -4.343 0.105 4.190
C -3.847 1.361 3.454
C -3.191 -0.952 4.122
C -1.997 -0.650 5.081
C -5.599 -0.414 3.428
C -5.486 -0.900 1.988
O -4.766 -2.123 2.049
C -4.620 -2.904 0.803
H -5.628 -1.421 6.072
H -5.929 -0.237 7.302
H -4.279 -1.029 7.119
H -3.923 1.072 6.120
H -5.600 1.234 5.522
H -4.562 2.183 3.417
H -3.460 1.055 2.482
H -2.968 1.740 3.974
H -2.947 -1.052 3.064
H -3.741 -1.857 4.382
H -2.135 -0.698 6.161
H -1.591 0.343 4.887
H -1.218 -1.366 4.816
H -6.274 0.437 3.519
H -5.907 -1.265 4.035
H -4.988 -0.147 1.377
H -6.483 -1.007 1.562
H -4.110 -3.858 0.929
H -4.023 -2.236 0.182
H -5.611 -3.092 0.389
C -6.165 0.457 -1.961
C -5.844 1.854 -1.410
N -5.445 2.929 -2.494
C -4.226 2.498 -3.316
C -6.609 3.201 -3.515
C -7.944 3.430 -2.925
C -5.126 4.342 -1.779
C -4.000 4.290 -0.696
O -2.788 4.130 -1.443
C -1.656 4.599 -0.738
H -7.109 0.257 -2.468
H -6.222 -0.218 -1.107
H -5.377 0.103 -2.626
H -5.038 1.696 -0.693
H -6.646 2.360 -0.871
H -4.587 1.623 -3.855
H -3.515 2.147 -2.568
H -3.944 3.301 -3.997
H -6.670 2.257 -4.056
H -6.231 4.002 -4.150
H -8.719 3.582 -3.676
H -8.092 4.376 -2.405
H -8.195 2.641 -2.216
H -6.065 4.682 -1.342
H -4.874 5.015 -2.599
H -4.118 3.535 0.080
H -3.961 5.217 -0.124
H -1.576 4.228 0.283
H -1.663 5.677 -0.583
H -0.793 4.346 -1.354
C 7.636 -2.325 3.173
C 8.141 -0.877 2.635
N 7.252 -0.356 1.461
C 7.270 -1.369 0.318
C 5.745 -0.180 1.914
C 4.797 0.325 0.770
C 7.829 1.000 0.997
C 9.201 0.972 0.262
O 10.202 0.733 1.222
C 11.451 0.458 0.616
H 8.414 -2.985 3.555
H 7.064 -2.991 2.527
H 6.877 -2.228 3.949
H 9.164 -0.968 2.269
H 8.186 -0.075 3.372
H 6.600 -2.219 0.442
H 8.317 -1.648 0.202
H 7.026 -0.844 -0.606
H 5.734 0.434 2.815
H 5.549 -1.206 2.224
H 3.765 0.076 1.018
H 5.077 0.187 -0.274
H 4.698 1.410 0.795
H 7.874 1.573 1.923
H 7.085 1.359 0.285
H 9.307 1.971 -0.162
H 9.144 0.404 -0.666
H 11.906 1.292 0.082
H 11.402 -0.386 -0.072
H 12.157 0.174 1.396
C 3.515 3.663 -2.225
C 3.331 2.825 -3.472
N 2.098 1.982 -3.601
C 1.923 1.114 -2.374
C 0.858 2.923 -3.708
C -0.535 2.198 -3.545
C 2.053 1.200 -4.942
C 3.333 0.419 -5.263
O 3.534 -0.476 -4.181
C 4.655 -1.337 -4.287
H 3.506 4.746 -2.350
H 4.541 3.457 -1.918
H 2.845 3.528 -1.375
H 4.158 2.137 -3.651
H 3.328 3.541 -4.294
H 2.823 0.701 -1.920
H 1.392 0.199 -2.637
H 1.383 1.707 -1.636
H 0.848 3.372 -4.701
H 0.985 3.559 -2.833
H -1.042 2.389 -2.599
H -0.561 1.114 -3.657
H -1.151 2.679 -4.304
H 1.875 1.955 -5.707
H 1.202 0.528 -4.831
H 4.211 1.043 -5.429
H 3.208 -0.192 -6.157
H 4.655 -1.922 -3.367
H 5.597 -0.792 -4.342
H 4.385 -1.926 -5.164
C -4.948 -5.081 -4.541
C -3.464 -4.589 -4.358
C -3.307 -3.241 -3.512
O -1.948 -2.992 -3.298
C -1.579 -1.971 -2.353
N -2.691 -5.656 -3.645
H -2.761 -6.527 -4.152
H -1.740 -5.315 -3.650
H -3.028 -5.866 -2.717
H -4.892 -6.110 -4.896
H -5.581 -4.464 -5.179
H -5.464 -5.078 -3.581
H -2.926 -4.486 -5.301
H -3.798 -3.471 -2.566
H -3.793 -2.372 -3.956
H -0.561 -1.730 -2.659
H -1.500 -2.340 -1.331
H -2.330 -1.183 -2.407
C 1.611 -4.520 4.672
C 1.532 -3.059 4.140
C 2.924 -2.302 4.205
O 2.595 -1.000 3.740
C 2.124 -0.158 4.734
N 1.053 -3.192 2.676
H 0.239 -3.789 2.635
H 0.821 -2.311 2.239
H 1.752 -3.513 2.022
H 2.249 -5.155 4.057
H 0.634 -5.005 4.666
H 1.955 -4.520 5.706
H 0.669 -2.581 4.603
H 3.626 -2.759 3.508
H 3.395 -2.402 5.183
H 1.570 0.701 4.356
H 3.023 0.132 5.276
H 1.475 -0.618 5.479
As -0.364 0.769 1.171
F -0.072 2.234 0.103
F 0.210 -0.313 -0.217
F -0.405 -0.570 2.344
F -1.072 1.909 2.419
F -2.025 0.536 0.554
F 1.317 1.094 1.751
*
```

Results
Orbital gap (spin up / spin down) = 2.9 / 9.2 eV
LUMO level (spin up / spin down) = -0.27584 / -0.27874 Eh

=====

11 unconnected molecules or ions with the total composition C40H108F3N9O12 at a distorted geometry, computed with the ωB97M-V functional and the def2-TZVPD basis.

```
! RIJCOSX wB97M-V def2-TZVPD def2/J DEFGRID3
* xyz 0 1
O 0.407 1.292 -0.680
H 0.186 0.718 -1.417
H -0.223 2.016 -0.694
H 0.276 0.822 0.147
C -0.286 -0.033 -3.744
O 0.456 1.134 -3.548
O -0.643 -0.494 -2.437
C -1.417 0.136 -4.876
F -2.554 -0.453 -4.621
F -1.784 1.344 -5.051
F -1.064 -0.281 -6.107
C 1.377 1.562 -4.567
C 2.052 2.930 -4.100
H 2.662 3.406 -4.868
H 1.373 3.699 -3.732
H 2.712 2.822 -3.240
H 0.834 1.839 -5.471
H 2.164 0.854 -4.828
H 0.434 -0.769 -4.100
C -2.771 4.434 4.194
C -1.889 5.037 3.106
C -2.607 5.743 1.941
O -3.301 4.642 1.270
C -4.444 4.980 0.433
N -0.920 5.895 3.798
H -3.514 3.730 3.820
H -3.269 5.206 4.781
H -2.118 3.930 4.906
H -1.287 4.222 2.704
H -1.860 6.230 1.314
H -3.324 6.479 2.306
H -4.903 4.039 0.127
H -4.223 5.553 -0.468
H -5.175 5.516 1.038
H -0.354 6.407 3.136
H -1.278 6.617 4.406
C 3.968 1.958 5.911
C 5.124 1.088 5.328
C 5.394 1.341 3.834
O 5.821 0.067 3.393
C 5.832 -0.002 2.019
N 6.346 1.355 6.097
H 2.993 1.600 5.579
H 4.072 2.932 5.432
H 3.965 2.010 7.000
H 4.672 0.105 5.466
H 6.016 2.224 3.690
H 4.446 1.468 3.311
H 4.884 0.165 1.507
H 6.247 -0.964 1.720
H 6.498 0.751 1.599
H 6.171 1.042 7.041
H 7.045 0.676 5.830
C 2.012 -0.387 2.787
C 0.688 0.350 2.570
C 0.934 1.890 2.453
O 2.075 2.324 1.754
C 2.250 3.695 1.727
N 0.100 -0.206 1.390
H 2.481 -0.258 3.763
H 2.772 -0.208 2.026
H 1.778 -1.450 2.724
H 0.100 0.065 3.442
H 1.007 2.228 3.487
H -0.004 2.361 2.159
H 1.357 4.207 1.369
H 3.054 3.912 1.024
H 2.447 4.120 2.711
H -0.876 -0.417 1.541
H 0.478 -1.097 1.101
C -3.106 0.386 3.053
C -3.525 -0.393 1.793
C -3.790 0.529 0.581
O -4.626 -0.171 -0.328
C -4.767 0.620 -1.491
N -2.429 -1.353 1.524
H -3.009 -0.299 3.895
H -3.808 1.184 3.300
H -2.102 0.805 2.999
H -4.395 -0.976 2.096
H -2.820 0.841 0.195
H -4.283 1.450 0.893
H -5.540 0.219 -2.146
H -3.901 0.510 -2.145
H -4.899 1.654 -1.175
H -2.434 -2.165 2.124
H -2.584 -1.706 0.590
C 3.458 -1.226 -3.408
C 4.808 -0.562 -3.578
C 5.587 -0.331 -2.261
O 5.080 0.612 -1.315
C 5.054 2.007 -1.737
N 5.541 -1.311 -4.567
H 2.947 -1.116 -4.364
H 2.881 -0.653 -2.683
H 3.534 -2.284 -3.159
H 4.661 0.445 -3.969
H 6.587 -0.018 -2.559
H 5.794 -1.302 -1.811
H 6.034 2.476 -1.650
H 4.282 2.507 -1.153
H 4.823 2.141 -2.794
H 6.470 -1.428 -4.189
H 5.249 -2.278 -4.588
C 2.604 -2.714 0.064
C 1.522 -3.317 -0.852
C 1.367 -4.816 -0.592
O 2.560 -5.529 -0.656
C 2.266 -6.901 -0.505
N 0.229 -2.703 -0.553
H 2.405 -2.866 1.125
H 2.813 -1.669 -0.164
H 3.559 -3.188 -0.164
H 1.761 -3.114 -1.896
H 0.776 -5.196 -1.426
H 0.972 -4.978 0.411
H 1.699 -7.006 0.420
H 3.199 -7.450 -0.380
H 1.712 -7.335 -1.337
H -0.597 -3.209 -0.838
H 0.060 -1.897 -1.137
C -2.921 -4.121 -2.683
C -3.715 -2.939 -2.204
C -5.120 -3.237 -1.699
O -6.032 -3.841 -2.610
C -6.312 -3.077 -3.788
N -2.900 -2.171 -1.251
H -1.866 -3.893 -2.837
H -3.398 -4.489 -3.591
H -3.004 -4.875 -1.901
H -3.765 -2.217 -3.019
H -5.547 -2.326 -1.279
H -5.018 -3.840 -0.796
H -6.493 -2.032 -3.535
H -7.150 -3.410 -4.401
H -5.426 -3.127 -4.420
H -2.176 -1.685 -1.761
H -3.497 -1.455 -0.864
C -3.573 -4.696 1.728
C -2.186 -5.196 2.255
C -1.374 -5.965 1.225
O -2.091 -7.179 0.997
C -1.589 -7.692 -0.233
N -1.406 -4.065 2.700
H -3.479 -4.154 0.788
H -4.182 -4.147 2.446
H -4.172 -5.567 1.462
H -2.318 -5.895 3.081
H -0.364 -6.264 1.504
H -1.341 -5.335 0.336
H -1.909 -8.733 -0.279
H -0.513 -7.554 -0.341
H -2.112 -7.237 -1.074
H -1.216 -3.455 1.918
H -0.475 -4.346 2.975
C -2.380 3.490 -2.510
C -1.191 3.761 -1.529
C -0.935 5.222 -1.360
O 0.165 5.497 -0.488
C 1.477 5.459 -1.067
N -1.437 3.175 -0.237
H -3.320 3.827 -2.072
H -2.387 2.468 -2.888
H -2.276 4.181 -3.346
H -0.345 3.291 -2.030
H -1.826 5.635 -0.887
H -0.801 5.609 -2.370
H 2.171 5.825 -0.311
H 1.465 6.150 -1.910
H 1.718 4.468 -1.453
H -0.694 3.596 0.301
H -2.316 3.484 0.153
*
```

Results
Orbital gap = 8.7 eV
LUMO level = 0.01524 Eh
Relative energy (zero: lowest compared OMol25 entry of this formula, charge and spin) = 35.4 kcal per mole

=====

Number 1: E -5199.9420 a.u.. Number 2: E -3283.8276 a.u..